The following is a quantum chemistry calculation of a molecular structure, C23H49N2OP3RuSe at a distorted geometry, from the OMol25 dataset.

Properties
<S²>: 8.783
E_LUMO (alpha / beta), eV: -8.429 / -11.742
Kohn-Sham gap (alpha / beta), eV: 7.1 / 4.3
HOMO (alpha / beta), eV: -15.53 / -16.04

Geometry as ORCA input:
```
! RIJCOSX wB97M-V def2-TZVPD def2/J DEFGRID3
* xyz 3 6
Ru 0.56107 -1.16681 -1.02730
P -0.68081 -2.67967 -0.20709
P 1.97208 -0.95772 0.67327
P 1.96350 -1.90141 -2.37727
H -1.80061 2.34843 -4.98530
C -2.18031 1.58252 -5.65677
C -2.69780 0.46819 -5.10438
H -2.69018 0.34396 -4.01228
C -2.10429 -2.00152 0.67308
C 0.02007 -3.95197 0.89254
C -1.37181 -3.55943 -1.65546
C 3.16380 0.43711 0.70687
C 1.34036 -0.71922 2.39786
C 3.13510 -2.34401 1.01405
C 1.17265 -1.91781 -3.99932
C 2.59265 -3.58199 -2.13562
C 3.42243 -0.85429 -2.54819
H -2.14477 1.84623 -6.71771
H -3.30099 -0.27490 -5.67880
H -2.54576 -1.22716 0.03890
H -1.78339 -1.53812 1.60864
H -2.83611 -2.78734 0.86810
H 0.28940 -3.48325 1.84668
H 0.90758 -4.40907 0.43652
H -0.71739 -4.74143 1.08464
H -1.66896 -2.80102 -2.39453
H -2.25644 -4.13748 -1.35881
H -0.62095 -4.23256 -2.09389
H 3.62890 0.42508 1.70724
H 2.59466 1.36416 0.56202
H 3.92840 0.34328 -0.07381
H 2.13155 -0.17636 2.93107
H 1.15826 -1.69224 2.87546
H 0.41013 -0.13846 2.41576
H 3.63182 -2.13586 1.96888
H 3.90225 -2.44245 0.24096
H 2.60548 -3.29564 1.10247
H 1.88522 -2.44106 -4.64565
H 1.03517 -0.88243 -4.34893
H 0.21508 -2.45589 -3.94713
H 3.15982 -3.78880 -3.04489
H 1.76351 -4.29771 -2.04504
H 3.26525 -3.62003 -1.27195
H 3.83454 -1.12869 -3.52625
H 4.14942 -1.08519 -1.75499
H 3.12326 0.20760 -2.54332
C 0.67213 2.49055 -1.72414
C -0.25243 1.86548 -2.55363
C 0.14728 1.51466 -3.84660
C 1.32704 1.97188 -4.44710
C 2.23009 2.65875 -3.61674
C 1.93645 2.82847 -2.26567
Se 0.41838 3.18675 0.08685
H -0.22232 2.08215 0.87223
H -1.23229 1.60011 -2.18502
H -0.51836 0.98270 -4.51571
H 1.47700 1.88185 -5.52707
H 3.14749 3.03962 -4.04441
H 2.72513 3.25024 -1.62521
C -2.50455 3.15520 1.78924
N -2.56040 2.79775 3.17330
C -2.67798 3.83627 4.15449
C -3.04575 3.18607 5.46335
C -2.12921 2.06627 5.91509
N -1.93560 1.17035 4.79659
C -1.37072 -0.14043 5.01758
C -2.08189 1.53965 3.47727
O -1.88185 0.72958 2.54946
H -1.44228 3.15753 1.49592
H -2.88288 4.16675 1.59629
H -3.00860 2.37692 1.20519
H -1.73972 4.40379 4.16345
H -3.45503 4.53552 3.82146
H -4.02944 2.69504 5.33769
H -3.16724 3.95011 6.23892
H -2.63858 1.52143 6.71782
H -1.18590 2.42866 6.35482
H -0.27573 -0.12950 4.90219
H -1.64016 -0.44111 6.03476
H -1.76489 -0.87667 4.29704
*
```

Atomic partial charges in e from the Löwdin method, atoms 1 to 2:
1 Ru 0.718
2 P 0.585